Entry from the Open Molecules 2025 dataset: an isolated ion of composition C8H13ClNS and charge +1 at a distorted geometry (ωB97M-V/def2-TZVPD).

HOMO-LUMO gap = 8.85 eV
SMILES = CCS[C@@]1([NH3+])CC=CC=C1Cl
max |F| = 4.14 eV/A
net charge = +1
HOMO level = -0.4673 hartree

Last column: natural (NBO) charge in e.
Geometry (Å):
C  -0.232  -1.143  -2.192  -0.245
C  0.837  -0.184  -1.871  -0.181
C  -0.874  -1.885  -1.314  -0.091
C  1.220  -0.059  -0.592  -0.030
C  -0.364  -1.905  0.120  -0.495
C  0.528  -0.750  0.533  -0.016
C  -0.806  3.015  0.700  -0.604
C  -1.395  1.592  0.595  -0.527
N  1.584  -1.085  1.434  -0.732
S  -0.509  0.458  1.662  0.160
Cl  2.455  1.230  -0.128  0.001
H  -0.612  -1.179  -3.132  0.229
H  1.437  -0.026  -2.758  0.265
H  -1.616  -2.603  -1.497  0.231
H  -1.258  -1.985  0.656  0.262
H  0.178  -2.876  0.143  0.237
H  -0.927  3.429  1.656  0.223
H  0.204  2.933  0.438  0.216
H  -1.518  3.561  -0.012  0.230
H  -1.348  1.217  -0.457  0.239
H  -2.388  1.434  1.038  0.246
H  1.176  -1.363  2.350  0.452
H  1.920  -0.085  1.506  0.479
H  2.306  -1.741  1.123  0.450